A 7-piece molecular cluster, C30H54B2N2O10 overall in a non-equilibrium geometry, computed with wB97M-V/def2-TZVPD.

Geometry as ORCA input:
```
! wB97M-V def2-TZVPD RIJCOSX def2/J DEFGRID3
* xyz 0 1
C 2.67919 -1.94298 1.90736
C 2.80081 -0.61789 1.76375
C 2.43862 0.08197 0.52730
C 1.76248 1.24074 0.46330
B 1.27104 2.08181 1.73275
O 0.10125 1.78761 2.34189
N 2.09043 3.23208 2.16986
C 3.53196 2.97336 2.05654
C 1.79189 4.40454 1.33326
C 1.45841 1.74387 -0.91133
O 0.37077 2.21582 -1.19025
C 2.57151 1.57464 -1.89079
C 3.28904 0.44873 -1.82850
B 4.53072 0.08455 -2.74148
O 4.49203 -1.15789 -3.36791
N 5.70640 0.93322 -2.91823
C 6.60822 0.90400 -1.75897
C 5.38985 2.30614 -3.30400
C 2.85048 -0.54645 -0.78003
O 2.80456 -1.74631 -0.98267
H 3.28675 -2.43380 2.65425
H 1.97239 -2.53459 1.35259
H 3.15518 -0.06397 2.62213
H 0.21511 1.83391 3.31507
H 3.81577 1.97459 2.36677
H 4.06294 3.66990 2.70266
H 3.91625 3.12619 1.04088
H 2.59878 5.12104 1.46162
H 0.88089 4.90560 1.64568
H 1.74365 4.18658 0.26096
H 2.78117 2.35011 -2.60866
H 5.12945 -1.69604 -2.88104
H 6.09669 0.88990 -0.79192
H 7.30441 0.07634 -1.86027
H 7.22085 1.80029 -1.79169
H 4.62149 2.34470 -4.06806
H 6.28168 2.83564 -3.62237
H 4.98367 2.85823 -2.44273
C -2.71729 2.61695 0.12939
C -3.47587 2.07398 1.31321
C -3.15917 0.66055 1.73519
O -4.29917 2.73922 1.89968
H -3.03493 3.63945 -0.06659
H -1.64839 2.61133 0.34098
H -2.91429 2.00889 -0.75572
H -2.10482 0.58545 2.00904
H -3.37566 -0.03113 0.91867
H -3.77159 0.39597 2.59517
C -6.67970 2.28630 -1.14549
C -6.78787 2.06659 -2.63439
C -5.94279 0.96245 -3.22047
O -7.51710 2.74110 -3.32417
H -7.33310 3.10376 -0.85026
H -6.97904 1.38311 -0.61099
H -5.65311 2.54227 -0.87843
H -6.21811 0.00585 -2.77010
H -4.88560 1.16319 -3.03843
H -6.11236 0.90858 -4.29368
C 0.67952 1.46510 7.48103
C 0.92589 1.02453 6.06330
C 1.87738 -0.11601 5.86215
O 0.36534 1.57164 5.13491
H -0.02798 2.29144 7.48862
H 0.26780 0.63628 8.05923
H 1.61500 1.79370 7.93531
H 1.49051 -0.99851 6.37846
H 2.86386 0.14393 6.25245
H 1.96084 -0.33926 4.80167
C -1.84959 -1.90681 5.74974
C -0.79056 -2.92090 6.10351
C -1.03731 -4.34617 5.68027
O 0.21526 -2.60435 6.69972
H -1.55024 -0.92415 6.10838
H -1.97783 -1.86257 4.66716
H -2.79780 -2.17956 6.21504
H -1.13275 -4.40153 4.59490
H -1.95193 -4.71959 6.14281
H -0.20205 -4.96750 5.99478
C 4.64946 -2.86559 -6.04911
C 5.85072 -2.75558 -6.95658
C 5.98751 -3.79773 -8.04296
O 6.66887 -1.87613 -6.82406
H 4.66909 -2.06237 -5.31769
H 3.73310 -2.78786 -6.63725
H 4.66754 -3.82325 -5.52501
H 5.12437 -3.75836 -8.70910
H 6.05651 -4.79246 -7.60002
H 6.88905 -3.60380 -8.61991
C -9.23867 -1.86450 -2.97112
C -8.14054 -2.89678 -3.05926
C -8.51471 -4.24747 -3.61935
O -7.01291 -2.65330 -2.69857
H -8.83885 -0.94288 -2.55411
H -9.63907 -1.65809 -3.96465
H -10.04102 -2.22626 -2.32641
H -8.88530 -4.13911 -4.63969
H -9.28731 -4.70736 -3.00141
H -7.63805 -4.89086 -3.62749
*
```

Properties
- LUMO (eV) = -1.1
- Kohn-Sham gap (eV) = 7.8
- SMILES = C=CC1=C(B(O)N(C)C)C(=O)C=C(B(O)N(C)C)C1=O.CC(C)=O.CC(C)=O.CC(C)=O.CC(C)=O.CC(C)=O.CC(C)=O
- HOMO level (eV) = -8.85